# C28H37N4O4P2PdSSe

C28H37N4O4P2PdSSe as an isolated structure (ωB97M-V/def2-TZVPD, the OMol25 dataset).

⟨S²⟩: 6.03
Orbital gap (alpha / beta) (eV): 5.322 / 5.863
Spin multiplicity: 5
Total charge: -1
HOMO (alpha / beta) (eV): -3.13 / -5.81
E (hartree): -5219.40541

Geometry as XYZ:
```
78
C28H37N4O4P2PdSSe (ωB97M-V/def2-TZVPD)
Pd -1.29 -0.08 0.10
C -1.48 -0.86 3.54
P -1.15 0.49 2.37
C 0.59 0.87 2.69
N 0.90 1.23 3.95
C 2.22 1.57 4.14
C 2.64 2.00 5.40
C 3.95 2.39 5.62
C 4.88 2.36 4.58
C 4.48 1.93 3.32
C 3.16 1.52 3.08
N 2.82 1.05 1.83
C 1.53 0.72 1.68
P 1.06 -0.13 0.17
C 1.87 0.79 -1.16
C 1.98 -1.75 0.25
C 1.71 -2.55 -1.03
C 1.49 -2.52 1.47
C 3.50 -1.53 0.37
C -2.22 1.90 2.96
C -3.63 1.37 3.24
C -2.25 2.99 1.89
C -1.68 2.52 4.26
H -1.23 -0.50 4.54
H -0.83 -1.70 3.30
H -2.52 -1.18 3.50
H 1.91 2.02 6.20
H 4.26 2.72 6.61
H 5.90 2.67 4.74
H 5.18 1.89 2.50
H 2.92 0.90 -0.88
H 1.41 1.77 -1.22
H 1.76 0.27 -2.11
H 0.65 -2.70 -1.21
H 2.19 -3.52 -0.94
H 2.14 -2.05 -1.90
H 0.41 -2.73 1.40
H 1.68 -1.97 2.39
H 2.00 -3.48 1.52
H 3.92 -1.13 -0.55
H 3.96 -2.51 0.55
H 3.75 -0.86 1.19
H -4.05 0.80 2.42
H -4.28 2.24 3.41
H -3.65 0.77 4.15
H -2.75 2.66 0.98
H -1.25 3.31 1.61
H -2.79 3.85 2.30
H -1.52 1.78 5.05
H -2.43 3.23 4.61
H -0.74 3.04 4.12
C -0.62 -2.35 -8.42
C -0.96 -2.14 -6.97
C -2.23 -2.46 -6.47
C -2.55 -2.25 -5.14
C -1.59 -1.73 -4.29
C -0.32 -1.41 -4.76
C -0.02 -1.61 -6.09
S -1.98 -1.53 -2.56
O -3.41 -1.39 -2.48
O -1.44 -2.73 -1.91
N -1.12 -0.28 -2.08
C -1.58 0.99 -2.65
C -1.05 2.18 -1.85
O -0.86 3.25 -2.42
O -0.84 1.99 -0.59
H -1.45 -2.82 -8.95
H 0.26 -2.99 -8.52
H -0.39 -1.40 -8.91
H -2.97 -2.87 -7.15
H -3.53 -2.47 -4.76
H 0.41 -0.99 -4.07
H 0.97 -1.35 -6.46
H -2.67 1.07 -2.66
H -1.21 1.11 -3.68
Se -2.23 -2.53 0.66
N -4.41 0.52 0.10
C -3.28 0.30 0.10
```